Entry from the OMol25 dataset: a molecular structure, H24O12 in a non-equilibrium geometry (the ωB97M-V functional and the def2-TZVPD basis).

```
36
Properties=species:S:1:pos:R:3:mulliken_charge:R:1
H 0.29 12.90 50.16 0.434
H 4.23 15.04 53.59 0.293
O -0.40 11.36 51.26 -0.651
H -0.56 10.45 51.78 0.385
O 3.93 14.24 53.53 -0.458
O 0.06 13.83 49.99 -0.664
H 2.23 12.11 52.19 0.543
H 2.77 10.98 55.43 0.297
H 4.37 13.70 52.66 0.509
H -0.23 12.02 51.84 0.273
H 0.40 13.85 54.63 0.307
H 5.33 13.71 51.46 0.201
H 2.74 10.79 53.86 0.452
H 1.46 8.39 54.24 0.305
H 2.29 13.21 49.54 0.298
H 1.39 11.02 52.77 0.181
H 1.72 10.72 49.78 0.364
H -0.85 13.90 50.24 0.285
O 1.77 8.72 53.41 -0.573
H 2.66 8.87 53.66 0.320
O 2.45 12.64 50.36 -0.633
O 0.05 9.00 52.52 -0.853
H 0.97 12.92 53.30 0.648
O 0.07 13.38 53.18 -0.920
H 0.20 14.42 53.18 0.388
H 3.25 12.66 50.82 0.295
O 1.78 11.76 53.02 -0.774
H 1.57 10.13 48.41 0.331
O 3.32 10.67 54.73 -0.739
H 0.76 8.70 53.01 0.430
O 4.59 13.20 51.84 -0.859
O 0.22 13.78 55.46 -0.541
O 1.97 9.94 49.38 -0.689
H -0.03 8.43 51.74 0.290
H 2.97 14.47 53.65 0.272
H 1.07 13.90 55.92 0.252
```

Output
- LUMO: -0.40 eV
- Charge: 0
- Energy: -24952.27335 eV
- Strongest force on any atom: 0.2055 Eh/bohr